Entry from OMol25: a cluster of 2 separate species, C4H9NO in total (ωB97M-V/def2-TZVPD).

Each line ends with the Löwdin charge.
Positions of all 15 atoms, in Å:
C: -1.764 -2.077 2.532  -0.05
C: -1.267 -2.092 1.270  -0.28
N: 0.021 -2.070 0.548  0.02
H: -1.234 -2.519 3.465  0.07
H: -2.741 -1.709 2.818  0.03
H: -2.041 -2.095 0.359  0.12
H: 0.675 -1.517 1.017  0.04
H: 0.225 -2.814 -0.077  0.06
C: 1.967 2.679 -2.267  0.03
C: 1.017 2.398 -1.239  -0.24
O: 0.111 1.404 -1.467  -0.02
H: 2.888 3.252 -2.033  0.05
H: 1.948 2.385 -3.264  0.01
H: 0.965 3.153 -0.551  0.06
H: -0.769 1.623 -1.110  0.11

**HOMO-LUMO gap**: 9.3 eV
**2S+1**: 1
**SMILES string**: C=CN.C=CO
**LUMO energy**: 0.80 eV
**Highest occupied orbital energy**: -8.480 eV

Entry from OMol25: a structure of composition C25H29Cl5NO6SV (ωB97M-V/def2-TZVPD).

Each line ends with the Mulliken spin population.
Positions of all 68 atoms, in Å:
V: -0.683 -1.569 0.587  1.06
C: -1.646 0.424 -0.932  0.01
C: -0.577 0.949 -1.577  -0.02
C: 0.390 1.413 -0.518  -0.02
C: -0.183 1.140 0.682  -0.01
C: -1.461 0.442 0.524  -0.08
C: -2.643 0.838 1.432  0.02
C: -3.022 2.285 1.058  -0.01
C: -3.860 -0.058 1.196  0.00
C: -2.277 0.827 2.915  0.00
C: 1.817 1.982 -0.557  -0.01
C: 2.094 2.741 0.751  0.00
C: 2.817 0.811 -0.629  0.00
C: 2.110 2.983 -1.676  0.00
C: -0.538 0.979 -3.110  0.00
C: -0.823 2.397 -3.642  -0.01
C: -1.666 0.104 -3.679  0.00
C: 0.776 0.420 -3.682  0.00
H: -2.541 0.052 -1.403  0.00
H: 0.230 1.367 1.652  0.00
H: -3.260 2.365 -0.007  0.00
H: -2.195 2.971 1.273  0.00
H: -3.897 2.607 1.634  0.00
H: -4.236 0.044 0.174  0.00
H: -4.663 0.229 1.882  0.00
H: -3.630 -1.108 1.365  0.00
H: -1.439 1.501 3.121  0.00
H: -2.013 -0.169 3.268  0.00
H: -3.135 1.173 3.498  0.00
H: 2.136 2.069 1.609  0.00
H: 1.327 3.500 0.936  0.00
H: 3.064 3.241 0.679  0.00
H: 2.703 0.176 0.254  0.00
H: 3.847 1.191 -0.658  0.00
H: 2.652 0.180 -1.503  0.00
H: 1.410 3.826 -1.639  0.00
H: 2.075 2.548 -2.670  0.00
H: 3.120 3.380 -1.533  0.00
H: -1.783 2.751 -3.251  0.00
H: -0.890 2.372 -4.738  0.00
H: -0.069 3.123 -3.372  0.00
H: -2.654 0.514 -3.445  0.00
H: -1.623 -0.924 -3.315  0.00
H: -1.568 0.070 -4.767  0.00
H: 1.647 1.022 -3.427  0.00
H: 0.706 0.383 -4.775  0.00
H: 0.955 -0.598 -3.326  0.00
O: -2.506 -3.363 -2.395  0.00
C: -1.712 -2.929 -1.619  0.01
O: -1.986 -2.433 -0.399  -0.03
C: -0.196 -2.764 -1.910  0.00
O: 0.362 -3.251 -2.855  0.00
O: 0.359 -1.974 -0.993  0.00
Cl: 5.144 -4.398 4.236  0.00
C: 3.869 -3.523 3.464  0.01
C: 3.005 -4.159 2.578  -0.01
Cl: 3.187 -5.847 2.261  0.00
C: 1.991 -3.447 1.944  0.02
Cl: 0.884 -4.280 0.911  0.01
C: 1.824 -2.065 2.142  0.00
O: 0.938 -1.331 1.499  -0.02
C: 2.664 -1.464 3.091  0.01
Cl: 2.376 0.199 3.461  0.00
C: 3.676 -2.170 3.730  -0.01
Cl: 4.699 -1.364 4.864  0.00
O: -2.450 -2.867 4.215  0.08
S: -1.649 -3.284 3.077  0.12
N: -1.376 -2.251 2.038  -0.13

**Charge**: -1
**HOMO-LUMO gap (alpha / beta)**: 7.6 / 7.6 eV
**2S+1**: 2
**LUMO energy (alpha / beta)**: 1.98 / 1.75 eV
**Highest occupied orbital energy (alpha / beta)**: -5.672 / -5.813 eV

Entry from OMol25: a structure of composition C5H10O (ωB97M-V/def2-TZVPD).

Each line ends with the Löwdin charge.
Positions of all 16 atoms, in Å:
C: 2.548 -0.092 -0.266  -0.14
C: 1.633 0.011 0.802  -0.08
O: 0.251 0.628 -0.287  -0.16
C: -0.826 -0.251 -0.355  -0.40
C: -1.898 -0.032 0.668  -0.10
C: -2.162 0.268 -0.786  -0.10
H: 3.315 0.672 -0.358  0.05
H: 1.276 0.340 -0.871  0.13
H: 2.819 -1.084 -0.617  0.05
H: 1.120 -0.874 1.177  0.10
H: 1.632 0.856 1.483  0.10
H: -0.563 -1.278 -0.622  0.15
H: -2.377 -0.889 1.132  0.10
H: -1.740 0.819 1.324  0.11
H: -2.814 -0.404 -1.338  0.10
H: -2.214 1.310 -1.085  0.11

**HOMO-LUMO gap**: 9.6 eV
**2S+1**: 1
**LUMO energy**: 1.16 eV
**Highest occupied orbital energy**: -8.430 eV

For each record above, in turn, the calculated maximum force values are 0.145; 0.075; 0.009 Eh/bohr.